Record 1
{"formula": "C20H27N3O5", "method": "wB97M-V/def2-TZVPD", "species": ["O", "O", "O", "O", "O", "N", "N", "N", "C", "C", "C", "C", "C", "C", "C", "C", "C", "C", "C", "C", "C", "C", "C", "C", "C", "C", "C", "C", "H", "H", "H", "H", "H", "H", "H", "H", "H", "H", "H", "H", "H", "H", "H", "H", "H", "H", "H", "H", "H", "H", "H", "H", "H", "H", "H"], "positions_angstrom": [[-3.49369, 1.82680, -0.78758], [1.52098, 1.64401, 2.00839], [1.19889, -0.66464, -1.33608], [-2.33162, -0.17389, -1.19444], [-0.22225, 2.75320, 2.46196], [-1.65999, 1.59427, 0.37336], [0.85816, -1.99944, 0.55067], [2.04398, -2.67409, 2.22534], [0.27314, 1.84483, 1.85874], [-4.06937, 1.37931, -2.94363], [5.64484, -1.73639, 0.84691], [-0.45124, 0.98466, 0.75060], [4.65727, -0.59184, 1.05018], [-2.60562, 1.07609, -0.46895], [-0.82804, -0.46624, 1.43506], [3.53845, -0.55397, 0.27578], [5.37021, -2.39973, -0.11549], [-5.60397, 2.45954, -1.50075], [2.37772, -1.07000, -2.12667], [1.04353, -1.76951, 2.80612], [4.52114, -2.42374, -1.07366], [0.40570, -1.40057, 1.77637], [1.97394, -2.66173, 1.01633], [3.59330, -1.02030, -1.07948], [-4.63028, 1.70237, -1.54672], [0.55981, -1.69976, -0.70468], [2.21493, 2.08025, 2.91344], [-5.37790, 0.12352, -1.29486], [6.26901, -3.09300, -0.26778], [2.38500, -1.76841, -2.78995], [0.84731, -2.83039, -1.34784], [-0.55323, -1.54269, -0.93461], [0.86186, -1.37997, 3.63427], [-1.29835, -0.19040, 2.69709], [-5.64889, 0.35612, -0.27078], [2.70060, 1.44518, 3.54490], [0.08282, 0.79960, 0.08968], [-6.05119, 2.56142, -0.45358], [-6.16057, -0.09706, -1.79680], [2.93692, 2.71478, 2.30501], [-4.94409, 1.27213, -3.90090], [4.50652, -2.82063, -1.97524], [-3.38065, 0.48024, -3.06751], [-6.49285, 2.41034, -2.28296], [-2.06466, 2.43679, 0.86792], [2.51418, 0.05550, -2.45563], [6.48686, -1.73172, 1.53444], [-5.05563, 3.68557, -2.04123], [2.47542, -3.38074, 0.36325], [1.55262, 2.86200, 3.32105], [4.56779, 0.17623, 1.96758], [2.81768, 0.48841, 0.39924], [-1.70667, -0.91477, 1.16382], [-4.68274, -0.56271, -1.15648], [-3.48710, 2.40518, -3.32324]], "atomic_forces_ev_per_a": [[-4.13, 5.60, 1.77], [-3.91, -8.81, -9.29], [0.92, -0.78, -1.52], [-1.47, 6.17, 4.39], [-2.06, 0.45, 0.27], [-3.39, 2.19, -0.17], [1.68, 0.29, 5.94], [1.39, 0.51, 7.94], [-2.47, 0.89, -1.37], [-0.13, 2.32, -5.17], [-1.14, 12.58, 11.55], [-8.27, 0.25, 13.27], [1.42, -1.09, 3.33], [7.70, -9.93, -3.39], [2.70, 2.64, 7.06], [-1.67, 5.58, -3.83], [5.59, -10.85, -7.02], [-11.01, 14.20, -0.31], [1.94, 11.21, 7.56], [4.40, -4.98, -6.54], [-6.99, 8.99, -0.94], [-6.24, 3.31, -7.76], [-1.59, -2.00, -4.90], [0.32, -8.09, 1.26], [8.33, -16.30, -5.88], [-2.80, -3.86, -6.25], [4.58, 9.29, 3.85], [3.72, 6.44, 5.39], [-1.26, -0.26, -0.14], [-0.59, -4.49, -3.90], [-0.86, 3.11, 1.49], [1.39, -0.22, 0.89], [-0.66, 2.31, 7.84], [1.52, -0.32, -3.49], [-0.82, -0.40, 0.51], [1.04, -2.01, 1.77], [8.84, -2.62, -11.19], [0.48, 0.56, -1.40], [-5.01, -1.06, -3.97], [0.54, -0.42, 1.57], [2.22, 0.27, 3.23], [0.43, -2.63, -3.63], [-1.00, 1.46, 0.70], [2.24, -0.66, 1.76], [1.42, -1.27, -0.39], [0.06, -2.46, -1.15], [-0.10, -0.52, -0.44], [-1.74, -2.62, 2.02], [0.18, 0.55, 0.14], [1.01, -0.01, 1.75], [0.95, -2.12, -1.92], [1.74, -3.38, 0.01], [-1.65, -1.22, -1.87], [3.29, -3.27, -0.30], [-1.11, -2.52, 0.87]], "energy_ev": -35864.6441, "relative_energy_kcal_mol": 570.0, "fmax_ev_per_a": 19.2, "total_charge": 0, "homo_energy_ev": -8.44}

=====

Record 2
{"formula": "C20H27N3O5", "method": "wB97M-V/def2-TZVPD", "species": ["O", "O", "O", "O", "O", "N", "N", "N", "C", "C", "C", "C", "C", "C", "C", "C", "C", "C", "C", "C", "C", "C", "C", "C", "C", "C", "C", "C", "H", "H", "H", "H", "H", "H", "H", "H", "H", "H", "H", "H", "H", "H", "H", "H", "H", "H", "H", "H", "H", "H", "H", "H", "H", "H", "H"], "positions_angstrom": [[3.44212, -2.05181, -3.94326], [4.25727, -1.88491, -1.81704], [-0.17209, -0.24598, -1.73341], [0.96932, -2.98716, 0.10885], [-5.56711, 3.44512, 4.23053], [1.43161, -2.38773, -2.04065], [-4.07109, 2.86996, 2.64311], [-0.59221, -0.89264, 0.44079], [-4.24093, 4.13612, 1.95628], [4.20045, -2.36176, 0.58187], [4.53749, -1.40093, -4.57551], [-0.03672, -0.99122, -0.78056], [4.73359, 0.03176, -4.09546], [-3.21539, 0.76403, 4.25324], [2.39793, -3.40425, -2.34727], [-2.74917, 0.85672, 2.83093], [-4.66655, 1.21934, 4.32165], [0.85563, -2.23584, -0.85037], [-3.21420, 1.93106, 2.06228], [-2.79680, 2.06655, 0.73541], [-3.26492, 3.21159, -0.12017], [3.72822, -2.75357, -2.78148], [4.96191, -2.47071, -0.73393], [-1.92582, 1.13192, 0.19656], [-1.88601, -0.06574, 2.27707], [-4.81905, 2.61538, 3.75419], [-4.49725, 3.87959, 0.47758], [-1.46431, 0.06469, 0.95527], [-1.53100, -0.89255, 2.87529], [-1.60297, 1.23249, -0.82653], [4.95681, 0.04353, -3.03294], [2.53832, -4.01834, -1.45555], [4.29002, -1.40906, -5.64144], [5.45230, -1.98729, -4.42032], [5.19277, -3.51964, -0.95950], [-0.31727, -1.65083, 1.06400], [1.30211, -1.64547, -2.71858], [-4.71207, 4.81822, -0.03323], [-5.04369, 1.22298, 5.34423], [-2.45427, 3.94294, -0.19902], [4.80717, -2.77201, 1.38486], [3.25735, -2.89934, 0.54384], [-5.36555, 3.22586, 0.37349], [4.46992, -3.56048, -2.98758], [-5.07884, 4.64913, 2.43264], [2.04240, -4.02638, -3.17437], [3.82499, 0.60315, -4.26478], [-3.33616, 4.74157, 2.08220], [-3.47260, 2.85033, -1.12882], [-5.29495, 0.54813, 3.72810], [-3.11276, -0.25558, 4.62682], [3.99053, -1.31705, 0.79579], [5.90789, -1.92073, -0.65268], [-2.59802, 1.41511, 4.88156], [5.55163, 0.49174, -4.64394]], "atomic_forces_ev_per_a": [[-0.21, 0.07, 0.21], [-0.23, 0.22, -0.12], [-0.01, 0.02, 0.02], [-0.02, -0.05, 0.04], [-0.15, 0.05, 0.17], [-0.02, 0.31, -0.28], [-0.02, 0.40, -0.06], [0.28, -0.55, 0.26], [-0.34, 0.31, -0.13], [0.09, -0.04, -0.43], [0.16, 0.21, -0.08], [-0.10, 0.15, 0.09], [-0.10, -0.36, 0.02], [-0.08, -0.02, -0.06], [0.46, 0.05, -0.03], [0.06, 0.01, -0.03], [0.05, 0.05, 0.19], [0.07, -0.25, -0.08], [0.45, -0.59, -0.29], [-0.07, -0.04, 0.23], [-0.18, 0.09, -0.05], [-0.06, -0.73, 0.04], [0.16, -0.05, 0.27], [0.11, -0.14, 0.05], [-0.02, 0.12, -0.21], [-0.21, -0.27, 0.30], [0.26, 0.04, 0.06], [-0.31, 0.49, -0.06], [0.03, -0.12, 0.10], [0.01, 0.01, -0.08], [0.04, 0.06, 0.01], [0.02, 0.01, -0.13], [0.13, -0.04, 0.11], [-0.07, -0.01, -0.04], [0.03, 0.07, 0.01], [0.00, 0.14, -0.25], [-0.12, -0.02, 0.16], [-0.04, 0.00, 0.00], [-0.04, 0.08, -0.11], [-0.03, 0.01, -0.05], [0.07, -0.02, 0.13], [-0.06, -0.05, 0.03], [-0.06, 0.03, 0.00], [-0.18, 0.25, 0.05], [0.21, -0.06, -0.06], [0.07, -0.03, 0.12], [-0.07, 0.11, -0.03], [-0.05, 0.01, 0.01], [0.07, 0.01, -0.01], [-0.01, 0.00, 0.00], [0.04, 0.04, 0.01], [-0.02, 0.11, 0.07], [-0.07, -0.17, -0.03], [-0.01, -0.03, 0.04], [0.08, 0.09, -0.09]], "energy_ev": -35888.1514, "relative_energy_kcal_mol": 27.9, "smiles": "CCOC(CNC(=O)C(=O)Nc1cc2c3c(c1)CCC(=O)N3CCC2)OCC", "fmax_ev_per_a": 0.8, "total_charge": 0, "homo_energy_ev": -7.87}